1.
A 2-piece molecular cluster, C9H23NO2P overall. Source: the Open Molecules 2025 dataset; level of theory: ωB97M-V/def2-TZVPD.

Values from the calculation:
charge = +1
orbital gap = 0.34426 Eh
HOMO level = -12.21 eV
relative energy (zero: lowest compared OMol25 entry of this formula, charge and spin) = 0.0 kcal/mol

Element x y z (Å)
1 P 2.387 0.737 0.242
2 O 1.753 -0.684 0.217
3 O -2.450 -1.286 2.273
4 N 0.868 2.062 -3.289
5 C 2.614 2.728 -1.700
6 C 0.304 -0.885 0.499
7 C -0.584 -0.039 -0.411
8 C -1.613 -3.386 3.023
9 C -1.408 1.021 0.333
10 C -2.676 -2.457 2.492
11 C 2.108 2.826 -3.139
12 C -4.037 -3.056 2.259
13 C 2.994 1.271 -1.352
14 H -1.297 2.016 -0.100
15 H 1.809 3.081 -1.050
16 H -1.244 -0.725 -0.944
17 H -1.935 -3.811 3.975
18 H -1.129 1.071 1.386
19 H 2.883 2.481 -3.829
20 H 0.177 -1.954 0.361
21 H -1.468 -4.223 2.337
22 H -3.966 -3.881 1.548
23 H -0.677 -2.850 3.164
24 H 3.415 0.721 1.187
25 H 0.021 0.428 -1.197
26 H 0.154 -0.654 1.554
27 H 1.938 3.879 -3.364
28 H 3.472 3.383 -1.550
29 H 4.072 1.108 -1.384
30 H 1.001 1.242 -3.865
31 H -2.469 0.778 0.325
32 H -4.423 -3.473 3.190
33 H 1.448 1.659 0.716
34 H 0.144 2.605 -3.737
35 H 2.534 0.568 -2.053
36 H -4.721 -2.300 1.883


2.
A 3-piece molecular cluster, C9H23NO3 overall. Source: the Open Molecules 2025 dataset; level of theory: ωB97M-V/def2-TZVPD.

Values from the calculation:
charge = 0
orbital gap = 0.31087 Eh
HOMO level = -8.19 eV
structure (SMILES) = CC1(C)CCCC(C)(C)N1O.O.O
relative energy (zero: lowest compared OMol25 entry of this formula, charge and spin) = 21.7 kcal/mol

Element x y z (Å)
1 O 16.697 7.112 -4.902
2 O 15.015 6.008 -7.110
3 O 18.532 8.024 -2.325
4 N 19.776 7.325 -2.257
5 C 22.050 6.927 -3.294
6 C 20.755 7.748 -3.272
7 C 21.898 5.446 -3.183
8 C 19.565 5.810 -1.979
9 C 20.228 7.692 -4.709
10 C 21.007 5.108 -1.967
11 C 21.158 9.256 -2.945
12 C 18.761 5.033 -2.990
13 C 18.866 5.703 -0.532
14 H 16.022 6.436 -4.970
15 H 18.057 6.402 -0.326
16 H 19.642 5.835 0.223
17 H 17.766 5.478 -3.017
18 H 16.563 7.662 -5.674
19 H 21.352 5.021 -4.026
20 H 22.855 4.934 -3.086
21 H 20.765 8.155 -5.536
22 H 20.858 4.028 -1.990
23 H 18.054 7.541 -3.003
24 H 22.655 7.295 -2.465
25 H 18.425 4.711 -0.428
26 H 21.569 5.370 -1.071
27 H 14.544 6.704 -7.567
28 H 18.441 4.010 -2.790
29 H 20.269 9.872 -2.809
30 H 21.660 9.245 -1.978
31 H 21.669 9.744 -3.775
32 H 19.905 6.683 -4.966
33 H 19.189 4.972 -3.991
34 H 22.566 7.191 -4.217
35 H 19.300 8.258 -4.789
36 H 14.370 5.638 -6.507


3.
A 4-piece molecular cluster, C9H24BClO7P overall. Source: the Open Molecules 2025 dataset; level of theory: ωB97M-V/def2-TZVPD.

Values from the calculation:
charge = -1
orbital gap = 0.24879 Eh
HOMO level = -4.47 eV

Element x y z (Å)
1 Cl 2.319 6.584 -0.847
2 P 0.585 5.876 0.173
3 O 1.034 -3.672 0.967
4 O 2.099 -6.446 -1.304
5 O 1.056 3.292 -1.025
6 O -0.993 2.238 -0.745
7 O -0.101 -0.825 2.338
8 O 0.953 6.192 1.845
9 O -3.898 2.575 0.778
10 C -3.541 3.232 -0.239
11 C -1.013 3.346 0.195
12 C -2.284 4.244 -0.173
13 C 1.283 -6.650 -2.448
14 C 1.219 -0.668 -0.803
15 C 0.477 3.991 0.114
16 C -1.434 -0.605 2.773
17 C -0.247 -4.086 0.524
18 C 0.998 0.678 -1.698
19 B 0.455 1.936 -0.804
20 H 1.687 5.549 2.027
21 H -1.909 -1.562 3.010
22 H -1.433 0.040 3.656
23 H -2.193 4.793 -1.172
24 H -0.587 -4.936 1.123
25 H 0.237 -6.637 -2.141
26 H 0.645 -1.568 -1.207
27 H 0.955 -0.509 0.302
28 H -1.988 -0.116 1.971
29 H -4.091 3.117 -1.231
30 H 1.515 -7.619 -2.899
31 H -0.197 -4.368 -0.531
32 H 1.172 3.654 0.970
33 H -1.134 3.017 1.279
34 H 0.232 0.442 -2.532
35 H -2.478 5.039 0.621
36 H 0.711 1.620 0.339
37 H -0.946 -3.258 0.644
38 H 3.016 -6.461 -1.602
39 H 1.632 -4.421 0.850
40 H 0.367 -1.257 3.063
41 H 1.456 -5.851 -3.173
42 H 2.021 0.968 -2.144
43 H 2.342 -0.911 -0.845


4.
C9H24Br3InNO3P2 as an isolated structure. Source: the Open Molecules 2025 dataset; level of theory: ωB97M-V/def2-TZVPD.

Values from the calculation:
charge = -1
orbital gap = 0.21832 Eh
HOMO level = -4.10 eV

Element x y z (Å)
1 In 0.604 0.089 1.258
2 Br 3.706 4.899 -2.264
3 Br 6.716 5.780 -2.763
4 Br 5.862 2.740 -3.138
5 P 1.526 2.341 0.431
6 P 1.366 -1.758 -0.313
7 O 0.963 2.674 -1.062
8 O 1.331 3.466 1.395
9 O 3.140 2.286 0.058
10 N -5.202 -0.184 1.665
11 C 0.922 -3.313 0.614
12 C 1.871 -3.567 1.786
13 C -3.378 -0.637 -0.096
14 C 0.060 -1.860 -1.639
15 C -1.580 0.311 1.477
16 C -0.141 -0.512 -2.334
17 C -4.664 0.101 0.336
18 C 5.542 4.368 -2.175
19 C -2.382 -0.929 1.028
20 H -4.585 0.202 2.371
21 H 0.796 -0.163 -2.776
22 H -5.454 -0.112 -0.391
23 H -0.463 0.252 -1.622
24 H 1.385 -0.145 2.815
25 H -1.733 -1.741 0.694
26 H -2.870 0.002 -0.828
27 H 1.831 -2.743 2.502
28 H -1.763 0.529 2.533
29 H -0.114 -3.291 0.973
30 H -3.642 -1.558 -0.629
31 H 0.398 -2.603 -2.371
32 H 1.432 3.426 -1.450
33 H -2.925 -1.334 1.891
34 H 3.590 2.670 0.829
35 H -1.924 1.198 0.934
36 H 2.901 -3.641 1.429
37 H -5.227 -1.184 1.831
38 H -4.496 1.179 0.288
39 H 1.626 -4.490 2.318
40 H -0.892 -2.222 -1.240
41 H 5.770 4.178 -1.136
42 H 0.990 -4.137 -0.105
43 H -0.893 -0.566 -3.127


5.
A 4-piece molecular cluster, C9H24ClN3O3 overall. Source: the Open Molecules 2025 dataset; level of theory: ωB97M-V/def2-TZVPD.

Values from the calculation:
charge = +3
orbital gap (alpha / beta) = 0.41333 / 0.20330 Eh
spin multiplicity = 2
HOMO level (alpha / beta) = -19.56 / -19.56 eV

Element x y z (Å)
1 Cl -0.241 6.592 16.436
2 O 1.882 3.315 15.224
3 O -1.650 3.260 14.108
4 O 0.509 10.259 20.068
5 N -1.632 9.405 20.462
6 N 2.222 5.460 14.191
7 N -1.839 3.622 16.390
8 C -0.493 11.193 22.067
9 C -3.206 4.257 16.395
10 C -1.574 2.729 15.168
11 C 3.993 3.624 14.102
12 C -1.282 8.260 19.538
13 C 2.632 4.005 14.594
14 C -0.452 10.322 20.810
15 C 0.929 5.329 13.298
16 C -1.300 1.254 15.484
17 H 0.496 11.584 22.302
18 H 4.154 3.776 13.035
19 H 4.253 2.596 14.358
20 H -0.431 7.780 20.021
21 H -3.333 4.669 17.396
22 H 2.952 5.959 13.703
23 H -1.742 3.228 17.315
24 H 2.051 6.044 14.997
25 H -0.459 1.085 16.156
26 H -2.133 0.835 16.049
27 H 0.653 6.309 12.909
28 H -2.049 7.497 19.408
29 H -0.965 8.586 18.547
30 H -3.911 3.441 16.239
31 H -1.875 8.902 21.304
32 H -3.327 4.974 15.582
33 H -1.136 4.348 16.408
34 H -1.145 12.012 21.765
35 H -1.055 10.667 22.839
36 H 1.214 4.751 12.419
37 H 4.813 4.303 14.334
38 H -1.112 0.880 14.478
39 H -0.034 5.072 13.740
40 H -2.460 9.941 20.245


6.
C9H24Cu4O11 as an isolated structure. Source: the Open Molecules 2025 dataset; level of theory: ωB97M-V/def2-TZVPD.

Values from the calculation:
charge = +2
orbital gap = 0.22975 Eh
HOMO level = -14.35 eV
relative energy (zero: lowest compared OMol25 entry of this formula, charge and spin) = 0.0 kcal/mol

Element x y z (Å)
1 Cu 0.223 -2.391 -2.245
2 Cu -2.095 -2.997 1.208
3 Cu 0.112 1.118 2.476
4 Cu 2.222 -2.641 0.538
5 O -3.219 1.370 0.336
6 O -1.275 -0.700 0.871
7 O 1.236 -0.214 -2.111
8 O -4.865 1.151 -2.508
9 O -1.081 0.285 4.414
10 O 0.012 -2.260 0.053
11 O 3.716 -0.250 0.528
12 O 5.701 -0.125 -1.348
13 O 0.933 -0.415 0.947
14 O -2.362 2.095 2.771
15 O 1.563 -2.381 -4.165
16 C 4.346 1.007 0.257
17 C -4.433 0.713 -0.056
18 C -4.584 0.223 -1.484
19 C 5.761 0.765 -0.257
20 C -0.091 -1.062 0.571
21 C 1.907 -0.998 -4.322
22 C 2.356 -0.405 -2.998
23 C -2.344 -0.049 3.891
24 C -3.151 1.242 3.547
25 H -4.130 1.779 -2.461
26 H -5.436 -0.465 -1.488
27 H 2.802 -0.986 -4.944
28 H 3.814 1.609 -0.493
29 H -2.307 -0.690 3.007
30 H -3.391 1.513 4.582
31 H 1.400 -0.227 -1.161
32 H 1.059 -0.426 -4.689
33 H -2.509 0.717 0.248
34 H -2.989 -0.565 4.608
35 H -3.766 -0.488 -1.694
36 H -4.070 0.883 3.076
37 H 6.331 0.323 0.568
38 H -2.900 2.875 2.593
39 H -4.588 -0.186 0.553
40 H 2.807 -0.011 0.736
41 H 3.089 -1.003 -2.449
42 H 4.298 1.657 1.139
43 H 5.262 -0.922 -1.039
44 H 2.844 0.551 -3.191
45 H 1.884 -2.772 -3.342
46 H -1.205 0.538 5.336
47 H -5.146 1.521 0.115
48 H 6.258 1.695 -0.523